{
  "formula": "C29H28ClF3N4O2",
  "method": "ωB97M-V/def2-TZVPD",
  "elements": ["C", "C", "C", "N", "C", "C", "C", "C", "Cl", "C", "N", "C", "C", "O", "N", "C", "C", "C", "C", "C", "N", "C", "C", "C", "C", "C", "C", "C", "O", "C", "F", "F", "F", "C", "C", "C", "C", "C", "C", "H", "H", "H", "H", "H", "H", "H", "H", "H", "H", "H", "H", "H", "H", "H", "H", "H", "H", "H", "H", "H", "H", "H", "H", "H", "H", "H", "H"],
  "xyz": [[-6.110, -1.282, 3.215], [-5.219, -0.041, 3.148], [-5.640, 0.883, 2.054], [-6.190, 2.060, 2.390], [-6.530, 2.660, 1.260], [-7.131, 3.907, 1.050], [-7.390, 4.316, -0.228], [-7.047, 3.475, -1.306], [-7.377, 3.990, -2.919], [-6.461, 2.258, -1.102], [-6.208, 1.864, 0.166], [-5.625, 0.722, 0.663], [-5.168, -0.346, -0.236], [-5.469, -0.380, -1.421], [-4.408, -1.307, 0.341], [-3.810, -2.379, -0.430], [-2.319, -2.211, -0.537], [-1.788, -1.097, -1.181], [-0.427, -0.912, -1.272], [0.469, -1.845, -0.734], [1.834, -1.609, -0.810], [2.754, -2.365, 0.008], [3.996, -1.518, 0.296], [4.669, -1.082, -1.009], [5.896, -0.247, -0.754], [7.142, -0.672, -1.201], [8.277, 0.081, -0.975], [8.173, 1.283, -0.291], [9.389, 1.973, -0.114], [9.421, 3.112, 0.539], [8.690, 4.096, -0.019], [8.999, 3.036, 1.815], [10.676, 3.550, 0.581], [6.946, 1.731, 0.164], [5.820, 0.960, -0.073], [3.634, -0.336, -1.858], [2.420, -1.234, -2.080], [-0.072, -2.958, -0.085], [-1.440, -3.128, 0.017], [-7.138, -0.986, 3.412], [-5.780, -1.938, 4.017], [-6.088, -1.834, 2.278], [-5.309, 0.519, 4.080], [-4.169, -0.328, 3.037], [-7.375, 4.510, 1.909], [-7.853, 5.269, -0.427], [-6.194, 1.575, -1.894], [-4.062, -1.173, 1.275], [-4.054, -3.337, 0.040], [-4.275, -2.336, -1.420], [-2.459, -0.367, -1.610], [-0.050, -0.023, -1.755], [2.272, -2.607, 0.956], [3.056, -3.305, -0.484], [3.694, -0.638, 0.865], [4.696, -2.095, 0.904], [4.972, -1.982, -1.555], [7.230, -1.607, -1.734], [9.246, -0.242, -1.318], [6.843, 2.663, 0.697], [4.869, 1.321, 0.287], [3.319, 0.573, -1.346], [4.068, -0.057, -2.820], [1.679, -0.722, -2.692], [2.739, -2.139, -2.627], [0.574, -3.715, 0.333], [-1.826, -4.003, 0.520]],
  "orbital_gap_ev": 8.476,
  "total_charge": 0,
  "relative_energy_kcal_mol": 7.7,
  "fmax_ha_per_bohr": 0.0346
}

{
  "formula": "C29H28CoN7O4PS",
  "method": "ωB97M-V/def2-TZVPD",
  "elements": ["Co", "O", "C", "N", "C", "C", "C", "C", "C", "C", "N", "C", "O", "C", "C", "C", "C", "C", "N", "C", "C", "C", "C", "C", "N", "H", "H", "H", "H", "H", "H", "H", "H", "H", "H", "H", "H", "S", "C", "C", "C", "C", "C", "C", "C", "C", "C", "N", "H", "H", "H", "H", "H", "H", "N", "C", "P", "O", "O", "C", "N", "H", "H", "H", "H", "H", "H", "H", "H", "H", "H"],
  "xyz": [[-0.226, 0.416, 0.050], [-0.738, -0.528, 3.917], [-0.855, 0.153, 2.930], [-1.510, -0.216, 1.751], [-2.183, -1.481, 1.643], [-3.080, -1.896, 2.619], [-3.775, -3.083, 2.470], [-3.573, -3.867, 1.342], [-2.676, -3.459, 0.372], [-1.981, -2.263, 0.504], [-1.051, -1.860, -0.516], [0.043, -2.691, -0.712], [0.329, -3.599, 0.034], [0.927, -2.336, -1.878], [2.159, -2.965, -1.985], [2.990, -2.597, -3.027], [2.552, -1.634, -3.924], [1.295, -1.079, -3.737], [0.495, -1.414, -2.731], [-0.240, 1.527, 2.824], [0.125, 2.214, 3.967], [0.716, 3.459, 3.829], [0.924, 3.962, 2.554], [0.538, 3.199, 1.463], [-0.033, 2.005, 1.591], [-3.219, -1.288, 3.502], [-4.471, -3.397, 3.237], [-4.109, -4.799, 1.223], [-2.493, -4.073, -0.500], [2.443, -3.701, -1.248], [3.968, -3.049, -3.136], [3.169, -1.313, -4.752], [0.917, -0.322, -4.416], [-0.056, 1.760, 4.931], [1.012, 4.028, 4.700], [1.387, 4.926, 2.399], [0.695, 3.551, 0.451], [4.186, -0.344, -0.047], [3.577, -1.473, 1.086], [2.228, -1.363, 1.251], [1.619, -0.343, 0.453], [2.589, 0.286, -0.291], [2.250, 1.367, -1.200], [3.166, 2.192, -1.857], [2.697, 3.209, -2.665], [1.326, 3.390, -2.816], [0.477, 2.534, -2.138], [0.925, 1.554, -1.354], [4.256, -2.165, 1.562], [1.680, -2.014, 1.920], [4.227, 2.031, -1.716], [3.394, 3.863, -3.174], [0.923, 4.174, -3.441], [-0.603, 2.612, -2.218], [-2.958, -1.012, -2.591], [-4.033, -0.272, -1.924], [-3.382, 1.312, -1.256], [-3.601, 2.423, -2.219], [-1.950, 1.074, -0.797], [-4.392, 1.584, 0.267], [-3.548, 2.174, 1.318], [-3.326, -1.758, -3.167], [-1.473, -1.495, -1.384], [-2.412, -0.403, -3.189], [-4.421, -0.892, -1.111], [-4.867, -0.005, -2.582], [-4.793, 0.636, 0.632], [-5.231, 2.225, -0.019], [-2.173, 0.552, 1.490], [-4.113, 2.483, 2.101], [-3.067, 2.991, 0.952]],
  "orbital_gap_ev": [7.412, 7.628],
  "multiplicity": 4,
  "total_charge": 0,
  "relative_energy_kcal_mol": 1.9,
  "fmax_ha_per_bohr": 0.0198
}

{
  "formula": "C29H28FN2O",
  "method": "ωB97M-V/def2-TZVPD",
  "elements": ["F", "C", "C", "C", "C", "C", "C", "C", "C", "C", "C", "C", "C", "C", "H", "H", "H", "H", "H", "H", "H", "H", "H", "H", "C", "N", "C", "H", "C", "C", "C", "C", "O", "C", "C", "C", "N", "C", "C", "C", "C", "C", "C", "C", "H", "H", "H", "H", "H", "H", "H", "H", "H", "H", "H", "H", "H", "H", "H", "H", "H"],
  "xyz": [[-1.212, 5.675, 1.188], [-0.587, 4.881, 0.258], [0.798, 4.722, 0.336], [1.367, 3.732, -0.451], [0.568, 2.869, -1.257], [1.107, 1.572, -1.655], [0.783, 0.949, -2.942], [1.824, 0.523, -3.817], [1.539, -0.245, -4.942], [0.214, -0.549, -5.272], [-0.823, -0.036, -4.490], [-0.549, 0.726, -3.356], [-0.748, 3.338, -1.553], [-1.359, 4.260, -0.710], [1.387, 5.338, 1.001], [2.448, 3.574, -0.418], [2.180, 1.480, -1.376], [2.852, 0.803, -3.585], [2.351, -0.611, -5.568], [-0.017, -1.149, -6.151], [-1.862, -0.227, -4.754], [-1.374, 1.127, -2.754], [-1.299, 2.956, -2.409], [-2.420, 4.497, -0.808], [-1.655, -1.503, -0.926], [-0.294, -1.708, -0.507], [0.463, -0.713, 0.224], [0.743, 0.187, -0.503], [-0.296, -0.153, 1.424], [-0.465, 1.224, 1.565], [-1.158, 1.765, 2.631], [-1.687, 0.925, 3.637], [-2.351, 1.530, 4.655], [-2.900, 0.729, 5.729], [-1.499, -0.472, 3.529], [-0.818, -0.991, 2.431], [1.631, -1.475, 0.620], [2.584, -1.008, 1.597], [1.557, -2.781, 0.182], [0.357, -2.923, -0.537], [-0.137, -4.184, -0.878], [0.584, -5.313, -0.467], [1.787, -5.174, 0.255], [2.288, -3.907, 0.577], [-2.096, -2.443, -1.287], [-2.259, -1.125, -0.095], [-1.665, -0.776, -1.741], [-0.028, 1.859, 0.798], [-1.298, 2.842, 2.708], [-3.368, 1.470, 6.381], [-3.652, 0.018, 5.353], [-2.108, 0.188, 6.268], [-1.893, -1.133, 4.310], [-0.704, -2.078, 2.390], [3.356, -1.770, 1.773], [3.061, -0.101, 1.218], [2.101, -0.782, 2.556], [-1.084, -4.260, -1.420], [0.209, -6.315, -0.689], [2.317, -6.076, 0.574], [3.210, -3.776, 1.152]],
  "orbital_gap_ev": 4.337,
  "total_charge": 1,
  "fmax_ha_per_bohr": 0.0455
}

{
  "formula": "C29H28GeN4O2PdS",
  "method": "ωB97M-V/def2-TZVPD",
  "elements": ["Pd", "C", "C", "N", "C", "S", "N", "N", "C", "C", "C", "C", "C", "C", "C", "N", "H", "H", "H", "H", "H", "H", "H", "H", "H", "H", "H", "H", "H", "O", "O", "C", "Ge", "C", "C", "C", "C", "C", "C", "C", "C", "C", "C", "C", "C", "C", "C", "C", "C", "C", "C", "H", "H", "H", "H", "H", "H", "H", "H", "H", "H", "H", "H", "H", "H", "H"],
  "xyz": [[-1.434, -0.406, -0.977], [1.100, -0.048, -6.812], [0.046, -0.937, -6.142], [-0.960, -0.217, -5.428], [-0.959, -0.016, -4.052], [0.129, -0.934, -3.071], [-1.836, 0.863, -3.664], [-2.053, 1.023, -2.343], [-2.984, 1.914, -1.977], [-3.782, 2.666, -3.016], [-3.192, 2.129, -0.609], [-4.187, 3.006, -0.093], [-4.339, 3.149, 1.254], [-3.492, 2.431, 2.121], [-2.535, 1.605, 1.558], [-2.371, 1.437, 0.264], [1.712, -0.641, -7.489], [1.738, 0.404, -6.059], [0.618, 0.745, -7.383], [0.528, -1.596, -5.414], [-0.451, -1.548, -6.911], [-1.464, 0.500, -5.932], [-3.435, 2.354, -3.999], [-3.639, 3.745, -2.906], [-4.849, 2.446, -2.930], [-4.826, 3.545, -0.780], [-5.110, 3.799, 1.654], [-3.588, 2.522, 3.193], [-1.853, 1.042, 2.187], [-1.191, -2.155, -0.133], [-2.423, -2.652, -0.582], [-1.346, -1.334, 0.870], [0.590, -0.867, 1.347], [1.674, -2.544, 1.169], [2.795, -2.787, 0.389], [3.320, -4.064, 0.271], [2.730, -5.129, 0.931], [1.597, -4.908, 1.697], [1.087, -3.632, 1.811], [0.728, -0.772, 3.358], [-0.377, -0.625, 4.184], [-0.242, -0.553, 5.559], [1.013, -0.644, 6.140], [2.123, -0.820, 5.331], [1.976, -0.875, 3.959], [1.675, 0.803, 0.997], [2.547, 0.965, -0.072], [3.238, 2.151, -0.251], [3.030, 3.220, 0.605], [2.112, 3.095, 1.635], [1.455, 1.895, 1.831], [3.264, -1.972, -0.143], [4.187, -4.240, -0.356], [3.143, -6.129, 0.845], [1.109, -5.741, 2.191], [0.189, -3.466, 2.393], [-1.357, -0.573, 3.728], [-1.118, -0.429, 6.182], [1.125, -0.585, 7.216], [3.108, -0.917, 5.773], [2.845, -1.002, 3.328], [2.678, 0.159, -0.782], [3.947, 2.251, -1.066], [3.569, 4.151, 0.465], [1.915, 3.940, 2.286], [0.753, 1.799, 2.649]],
  "orbital_gap_ev": [4.071, 3.935],
  "total_charge": -2,
  "relative_energy_kcal_mol": 44.1,
  "fmax_ha_per_bohr": 0.0627
}

{
  "formula": "C29H29BrN8O7P2Ta",
  "method": "ωB97M-V/def2-TZVPD",
  "elements": ["Ta", "Br", "C", "C", "C", "C", "O", "C", "C", "N", "C", "C", "C", "C", "C", "C", "C", "C", "N", "C", "C", "H", "H", "H", "H", "H", "H", "H", "H", "H", "H", "N", "C", "C", "P", "O", "O", "O", "P", "O", "O", "O", "H", "H", "H", "H", "H", "H", "H", "H", "C", "C", "N", "C", "C", "N", "C", "N", "N", "N", "C", "C", "C", "C", "C", "C", "H", "H", "H", "H", "H", "H", "H", "H", "H", "H", "H"],
  "xyz": [[1.520, -0.614, -0.439], [0.671, -7.164, 3.082], [1.186, -5.559, 2.272], [2.294, -4.862, 2.753], [2.707, -3.670, 2.168], [1.973, -3.184, 1.107], [2.305, -1.988, 0.521], [0.853, -3.862, 0.588], [0.233, -3.462, -0.646], [0.370, -2.315, -1.237], [0.106, -2.245, -2.643], [-0.982, -2.698, -3.331], [-0.939, -2.690, -4.745], [0.187, -2.298, -5.416], [1.328, -1.843, -4.707], [2.570, -1.516, -5.294], [3.619, -1.158, -4.485], [3.420, -1.031, -3.103], [2.260, -1.294, -2.514], [1.247, -1.765, -3.309], [0.483, -5.079, 1.178], [2.850, -5.263, 3.590], [3.578, -3.143, 2.529], [-0.307, -4.240, -1.184], [-1.857, -3.077, -2.817], [-1.803, -3.036, -5.295], [0.223, -2.342, -6.497], [2.694, -1.581, -6.368], [4.599, -0.952, -4.891], [4.227, -0.691, -2.470], [-0.349, -5.646, 0.780], [0.613, 4.020, -0.686], [1.744, 3.080, -0.308], [3.039, 3.857, -0.085], [1.970, 1.807, -1.605], [2.097, 2.542, -2.972], [0.706, 0.908, -1.599], [3.066, 0.864, -1.155], [1.075, 2.137, 1.174], [1.547, 2.843, 2.482], [-0.383, 2.202, 0.988], [1.822, 0.779, 1.055], [0.626, 4.309, -1.668], [0.660, 4.874, -0.119], [-0.277, 3.542, -0.440], [3.350, 4.403, -0.977], [3.837, 3.167, 0.190], [2.916, 4.572, 0.730], [2.943, 2.605, -3.440], [2.393, 2.611, 2.888], [-2.108, -0.323, -0.801], [-1.508, -0.547, 0.535], [-0.216, -0.776, 0.821], [-0.125, -0.921, 2.203], [-1.356, -0.768, 2.729], [-2.207, -0.513, 1.675], [-3.625, -0.115, 1.812], [-3.778, 1.292, 1.745], [-4.014, 1.893, 0.542], [-4.048, 3.149, 0.699], [-3.845, 3.444, 2.033], [-3.834, 4.676, 2.696], [-3.626, 4.644, 4.054], [-3.439, 3.426, 4.743], [-3.452, 2.207, 4.103], [-3.662, 2.248, 2.722], [-1.357, -0.294, -1.583], [-2.659, 0.618, -0.812], [-2.826, -1.112, -1.037], [0.809, -1.106, 2.703], [-1.701, -0.802, 3.747], [-3.967, -0.489, 2.775], [-4.199, -0.585, 1.015], [-4.006, 5.599, 2.162], [-3.623, 5.565, 4.620], [-3.300, 3.453, 5.815], [-3.336, 1.285, 4.655]],
  "orbital_gap_ev": 5.555,
  "total_charge": 3,
  "relative_energy_kcal_mol": 23.4,
  "fmax_ha_per_bohr": 0.0246
}

{
  "formula": "C29H29Cl2CuN8O3",
  "method": "ωB97M-V/def2-TZVPD",
  "elements": ["Cu", "C", "O", "C", "C", "C", "C", "C", "C", "N", "C", "N", "C", "C", "C", "C", "C", "C", "O", "C", "N", "C", "C", "C", "C", "C", "C", "O", "C", "H", "H", "H", "H", "H", "H", "H", "H", "H", "H", "H", "H", "H", "H", "H", "H", "H", "H", "H", "H", "H", "H", "N", "C", "N", "C", "N", "C", "C", "N", "C", "C", "N", "H", "H", "H", "H", "H", "Cl", "C", "Cl", "H", "H"],
  "xyz": [[0.125, 0.189, -0.056], [4.249, 3.228, 3.318], [4.269, 2.124, 2.426], [5.331, 1.280, 2.485], [6.437, 1.498, 3.298], [7.518, 0.631, 3.272], [7.509, -0.470, 2.435], [6.407, -0.701, 1.631], [5.309, 0.150, 1.649], [4.257, -0.129, 0.734], [2.910, -0.065, 0.915], [2.478, -0.102, 2.181], [1.177, 0.014, 2.681], [0.042, 0.095, 1.891], [-1.199, 0.211, 2.513], [-1.304, 0.253, 3.897], [-0.164, 0.169, 4.682], [1.073, 0.044, 4.081], [2.251, -0.005, 4.790], [2.371, -1.094, 5.704], [2.092, -0.089, -0.113], [2.649, -0.133, -1.421], [2.466, -1.312, -2.150], [2.993, -1.483, -3.416], [3.717, -0.451, -3.999], [3.905, 0.725, -3.300], [3.398, 0.899, -2.012], [3.786, 2.056, -1.401], [2.833, 2.860, -0.717], [3.299, 3.729, 3.151], [5.066, 3.923, 3.113], [4.300, 2.895, 4.357], [6.475, 2.367, 3.938], [8.374, 0.835, 3.902], [8.351, -1.149, 2.409], [6.383, -1.557, 0.967], [4.553, -0.345, -0.204], [3.180, -0.121, 2.906], [-2.100, 0.281, 1.913], [-2.275, 0.369, 4.362], [-0.238, 0.214, 5.761], [3.314, -0.953, 6.227], [2.386, -2.046, 5.168], [1.556, -1.107, 6.428], [1.916, -2.109, -1.664], [2.852, -2.421, -3.939], [4.153, -0.572, -4.981], [4.474, 1.542, -3.724], [3.298, 3.838, -0.613], [2.587, 2.476, 0.271], [1.926, 2.962, -1.313], [-0.514, 0.644, -4.144], [-0.428, -0.244, -3.150], [-0.458, 0.401, -2.006], [-0.566, 1.716, -2.374], [-0.594, 1.894, -3.670], [-0.618, 2.755, -1.357], [-0.715, 4.116, -1.635], [-0.679, 5.015, -0.664], [-0.587, 4.572, 0.585], [-0.537, 3.213, 0.876], [-0.532, 2.316, -0.100], [-0.508, 0.486, -5.137], [-0.374, -1.311, -3.275], [-0.811, 4.467, -2.656], [-0.553, 5.320, 1.367], [-0.501, 2.830, 1.889], [-3.171, -0.949, -0.388], [-2.528, -2.557, -0.019], [-0.788, -2.669, -0.362], [-3.036, -3.284, -0.639], [-2.681, -2.749, 1.036]],
  "orbital_gap_ev": [7.579, 7.318],
  "multiplicity": 2,
  "total_charge": 1,
  "fmax_ha_per_bohr": 0.0157
}